(1)
A molecular structure, H2NO3S3, computed with ωB97M-V with the def2-TZVPD basis set.

Calculated values
<S²> ... 2.01
E ... -40170.5220 eV
Highest occupied orbital energy (alpha / beta) ... -4.986 / -5.690 eV
E_LUMO (alpha / beta) ... 3.172 / 1.620 eV
Charge ... -1
ΔE to the lowest compared entry with this formula, charge and spin ... 0.0 kcal per mole
Spin multiplicity ... 3

```
9
Properties=species:S:1:pos:R:3:forces:R:3:nbo_charge:R:1
N 1.55306 0.72987 -0.25825 1.9125 -0.0351 -0.3286 -0.914
O 2.45332 -1.19939 -1.63248 -0.4074 0.6294 1.8720 -0.972
O 0.87747 -1.56382 0.26893 1.2853 0.6789 -0.6494 -0.999
O 3.22963 -1.00814 0.71009 -0.5445 0.5508 -0.5445 -0.981
S -1.08069 1.02246 0.68117 -0.1824 -1.0252 -0.0712 -0.395
S 2.67500 1.78348 -0.11938 0.1200 0.9922 -0.0578 0.450
S 2.11496 -0.90333 -0.22234 -0.9646 -2.8622 -0.8514 2.442
H -0.21119 -0.04016 0.36510 -1.2735 0.4568 0.4253 0.237
H -0.00992 1.78047 0.78136 0.0546 0.6145 0.2056 0.133
```
Positions in Å, forces in eV/Å.

(2)
2 unconnected molecules or ions with the total composition H2NO4, computed with ωB97M-V with the def2-TZVPD basis set.

Calculated values
E ... -9706.5291 eV
Highest occupied orbital energy ... -1.677 eV
E_LUMO ... 4.258 eV
Charge ... -1
ΔE to the lowest compared entry with this formula, charge and spin ... 57.9 kcal per mole
Spin multiplicity ... 1

```
7
Properties=species:S:1:pos:R:3:forces:R:3:nbo_charge:R:1
N -1.25990 0.47420 0.13892 1.9771 0.1593 2.9007 0.400
O -1.31048 -0.69126 -0.05321 -0.5268 -1.3396 -1.0431 -0.328
O 2.28337 -1.40510 -0.40697 0.1883 -2.5910 0.9897 -0.569
O -2.19068 1.21527 0.31926 -1.8252 1.4208 -0.6454 -0.454
O 1.44125 -0.27907 -0.22276 -0.7697 1.3291 0.3552 -0.784
H -0.35388 0.87549 0.52867 0.4035 -0.8027 -1.3683 0.351
H 1.90167 -2.15786 0.16918 0.5528 1.8241 -1.1887 0.383
```
Positions in Å, forces in eV/Å.

(3)
2 unconnected molecules or ions with the total composition H2NO4P, computed with ωB97M-V with the def2-TZVPD basis set.

Calculated values
E ... -18999.4827 eV
Highest occupied orbital energy ... 1.666 eV
E_LUMO ... 6.579 eV
Charge ... -2
ΔE to the lowest compared entry with this formula, charge and spin ... 43.5 kcal per mole
Spin multiplicity ... 1

```
8
Properties=species:S:1:pos:R:3:forces:R:3:nbo_charge:R:1
N 2.57539 0.32224 0.76898 -0.0090 -0.1365 1.3050 -0.881
O -2.83114 -0.51122 1.46434 0.9286 0.0422 0.2335 -1.141
O -2.61777 -1.23404 -0.96125 0.9918 -0.0735 -0.2218 -1.143
O -2.74115 1.22694 -0.36643 0.6771 2.2862 -0.7065 -1.140
O 3.23057 -0.57464 -0.31234 -1.3595 1.5953 -1.1538 -0.752
P -2.52040 -0.14723 0.05248 -2.8466 -2.2604 0.6714 2.413
H 2.35771 1.23628 0.33095 0.5541 -0.3806 -0.5261 0.213
H 2.54679 -0.31834 -0.97673 1.0635 -1.0727 0.3983 0.431
```
Positions in Å, forces in eV/Å.

(4)
2 unconnected molecules or ions with the total composition H2NO4P, computed with ωB97M-V with the def2-TZVPD basis set.

Calculated values
<S²> ... 2.01
E ... -18994.8204 eV
Highest occupied orbital energy (alpha / beta) ... -7.922 / -10.398 eV
E_LUMO (alpha / beta) ... -0.157 / -2.969 eV
ΔE to the lowest compared entry with this formula, charge and spin ... 134.2 kcal per mole
Spin multiplicity ... 3

```
8
Properties=species:S:1:pos:R:3:forces:R:3:nbo_charge:R:1
N 0.77792 -0.25651 0.60033 -2.1164 0.1981 -3.1597 0.288
O 1.42873 0.52710 -0.12197 0.8149 -0.4188 2.1899 -0.452
O 0.70802 -0.36940 1.79950 0.8488 0.4966 0.0013 -0.378
O 0.07673 -0.67701 -1.89971 0.1038 -0.0753 -1.5104 -1.001
O -1.89015 0.90863 0.65004 -2.1005 0.0114 -2.5173 -0.391
P -0.60120 -1.00283 -0.53224 0.5648 -1.0746 1.6450 0.976
H 0.91152 -0.18890 -1.91447 0.1499 0.2642 0.3761 0.539
H -1.41158 1.05892 1.41853 1.7345 0.5983 2.9752 0.418
```
Positions in Å, forces in eV/Å.

(5)
2 unconnected molecules or ions with the total composition H2NO4PS, computed with ωB97M-V with the def2-TZVPD basis set.

Calculated values
<S²> ... 2.01
E ... -29834.9253 eV
Highest occupied orbital energy (alpha / beta) ... 1.000 / 1.198 eV
E_LUMO (alpha / beta) ... 6.408 / 4.209 eV
Charge ... -2
ΔE to the lowest compared entry with this formula, charge and spin ... 18.0 kcal per mole
Spin multiplicity ... 3

```
9
Properties=species:S:1:pos:R:3:forces:R:3:nbo_charge:R:1
N -3.93163 -0.25713 -0.45836 -0.4268 -0.7795 -3.9465 -1.466
O 2.53116 0.42563 -1.14140 -0.0521 0.1770 0.6736 -1.117
O 2.28172 -1.77540 0.12259 -0.2607 0.8897 0.3946 -1.141
O 2.86184 0.37423 1.46311 -0.2788 -0.1100 -0.5406 -1.125
O 0.25267 1.75361 0.52166 -0.2779 1.2952 0.1711 -0.713
P 2.40657 -0.27146 0.18600 2.2530 -1.4687 -0.6640 2.248
S 0.18477 0.30375 0.40401 -1.2880 -0.7480 -0.0620 0.794
H -3.28891 -0.09713 0.25444 1.7406 0.2843 1.6874 0.267
H -3.29819 -0.45611 -1.35206 -1.4094 0.4601 2.2863 0.254
```
Positions in Å, forces in eV/Å.

(6)
A molecular structure, H2NO4S2, computed with ωB97M-V with the def2-TZVPD basis set.

Calculated values
E ... -31382.2065 eV
Highest occupied orbital energy ... -3.573 eV
E_LUMO ... 3.356 eV
Charge ... -1
ΔE to the lowest compared entry with this formula, charge and spin ... 38.4 kcal per mole
Spin multiplicity ... 1

```
9
Properties=species:S:1:pos:R:3:forces:R:3:nbo_charge:R:1
N -0.01601 -1.22736 -0.29240 2.5837 3.7320 0.1363 -1.103
O -0.85635 0.52461 1.56467 1.4860 0.4822 0.1332 -0.955
O -0.38477 1.14654 -0.82583 -0.9313 -0.3644 0.5402 -0.901
O -2.29395 -0.32869 -0.11681 1.3545 1.0998 -0.4917 -1.003
O 1.97951 1.10733 -0.03747 -0.0211 1.1030 -0.3857 -0.977
S 2.07799 -0.36397 0.25789 -0.7844 -2.5486 0.0437 0.593
S -0.90895 0.07446 0.20546 -3.4480 -3.6965 -1.1765 2.445
H -0.19869 -2.18449 -0.06961 -0.5129 -0.0690 1.0048 0.387
H 0.60121 1.25157 -0.68589 0.2735 0.2617 0.1957 0.514
```
Positions in Å, forces in eV/Å.

(7)
A single H2NO5PS molecule, computed with ωB97M-V with the def2-TZVPD basis set.

Calculated values
E ... -31885.0197 eV
Highest occupied orbital energy ... -11.425 eV
E_LUMO ... -0.025 eV
ΔE to the lowest compared entry with this formula, charge and spin ... 12.9 kcal per mole
Spin multiplicity ... 1

```
10
Properties=species:S:1:pos:R:3:forces:R:3:nbo_charge:R:1
N -1.64138 0.11894 0.07898 -0.6307 -2.8714 0.0172 -1.210
O -0.61252 -2.33997 -0.25358 -0.1203 -0.3252 -0.0458 -1.020
O 2.82234 0.35937 -0.22064 0.6164 -0.2671 0.0618 -0.819
O 0.91174 1.86517 0.09036 -1.0979 3.6539 0.7762 -0.880
O 0.67168 -0.49970 1.14652 1.3483 1.7477 -2.9209 -0.915
O 0.55264 -0.14336 -1.15891 0.7427 0.1612 0.2457 -0.921
P -0.37527 -0.93154 -0.05367 -1.4898 -0.4479 1.4210 2.405
S 1.45779 0.61790 -0.07113 -0.5429 -4.6252 0.9562 2.502
H -1.20620 0.97277 -0.06301 -0.4199 2.6981 0.1044 0.406
H -2.58081 -0.01959 0.50508 1.5941 0.2760 -0.6158 0.451
```
Positions in Å, forces in eV/Å.

(8)
A single H2NO5PS molecule, computed with ωB97M-V with the def2-TZVPD basis set.

Calculated values
E ... -31885.3866 eV
Highest occupied orbital energy ... -11.859 eV
E_LUMO ... 0.122 eV
ΔE to the lowest compared entry with this formula, charge and spin ... 4.4 kcal per mole
Spin multiplicity ... 1

```
10
Properties=species:S:1:pos:R:3:forces:R:3:nbo_charge:R:1
N 1.35668 -0.48319 0.89747 0.5073 0.0915 -0.7926 -1.195
O -0.27620 -2.40409 0.13230 0.0861 0.6568 -0.2705 -1.017
O -2.09354 1.23401 -1.40650 -2.3878 0.7150 -0.6225 -0.840
O -0.27427 2.15320 -0.04110 1.0636 1.1553 0.3273 -0.872
O -0.13241 -0.08828 -1.29836 0.2779 0.5361 1.8006 -0.915
O -1.18228 -0.01259 0.72730 -0.3507 1.6178 -1.1215 -0.925
P -0.03193 -0.96858 0.16655 0.7645 -2.1093 -0.3517 2.401
S -0.99856 1.08811 -0.57766 0.6847 -3.1882 0.2268 2.509
H 1.39622 0.52677 0.67933 0.9679 -0.5978 0.5840 0.412
H 2.23631 -1.04536 0.72066 -1.6135 1.1228 0.2199 0.441
```
Positions in Å, forces in eV/Å.

(9)
A single H2NOP molecule, computed with ωB97M-V with the def2-TZVPD basis set.

Calculated values
E ... -12858.0430 eV
Highest occupied orbital energy ... -10.971 eV
E_LUMO ... -0.129 eV
ΔE to the lowest compared entry with this formula, charge and spin ... 35.4 kcal per mole
Spin multiplicity ... 1

```
5
Properties=species:S:1:pos:R:3:forces:R:3:nbo_charge:R:1
N 0.17084 -1.29538 -0.09364 1.0737 1.3556 -0.1500 -1.201
O 2.63125 0.10274 0.14850 -0.2846 -0.8327 -0.4591 -0.974
P 1.19793 -0.09990 -0.06467 -2.7697 -1.1676 0.9129 1.867
H 0.52257 1.10751 0.09032 0.0288 0.4209 -0.2536 -0.111
H -0.87481 -1.13880 -0.13709 1.9519 0.2239 -0.0502 0.419
```
Positions in Å, forces in eV/Å.

(10)
A molecular structure, H2NOS2, computed with ωB97M-V with the def2-TZVPD basis set.

Calculated values
E ... -25238.6322 eV
Highest occupied orbital energy ... -3.201 eV
E_LUMO ... 3.745 eV
Charge ... -1
ΔE to the lowest compared entry with this formula, charge and spin ... 52.5 kcal per mole
Spin multiplicity ... 1

```
6
Properties=species:S:1:pos:R:3:forces:R:3:nbo_charge:R:1
N -0.24937 0.80558 0.28231 -0.3214 1.2449 -0.8194 0.070
O -0.63814 1.60192 -0.51164 0.3496 -0.2792 0.7760 -0.394
S 1.99612 0.32669 -0.07163 0.8962 1.3715 0.3437 -0.587
S -0.88170 -1.02526 -0.23768 -0.7244 -0.5983 0.3625 -0.286
H 1.35912 -0.74577 -0.37127 -0.1758 -1.4941 -0.4228 0.100
H -1.58604 -0.96315 0.90991 -0.0242 -0.2448 -0.2401 0.097
```
Positions in Å, forces in eV/Å.

Which value of spin multiplicity does entry 1 give? 3